[1]
Here is a 2-piece molecular cluster, C5H7BrO overall from the Open Molecules 2025 dataset. Energies are from ωB97M-V with the def2-TZVPD basis set.

The maximum force is 3.90 eV Å⁻¹. The value obtained for the electronic energy is -77385.4380 eV. The energy above the lowest of the compared OMol25 structures with the same formula, charge and spin is 2.0779 eV. The structure (SMILES) is CC(Br)=C=O.C=C. As for the molar mass: 163.01 g mol⁻¹. The value obtained for the HOMO-LUMO gap is 8.623 eV.

Structure (ORCA input):
```
! wB97M-V def2-TZVPD RIJCOSX def2/J DEFGRID3
* xyz 0 1
C 1.6202 1.6786 -2.0203
C 0.1375 1.2336 -2.1926
Br -1.2919 2.5862 -2.3130
C -0.3336 0.0717 -2.4279
O -0.8704 -0.9029 -2.6970
H 2.1537 1.1431 -1.2440
H 1.6507 2.6776 -1.7202
H 2.0450 1.5365 -2.9925
C -0.7539 -0.9168 0.2332
C -2.0061 -1.1757 0.2215
H -0.2749 0.0444 0.0642
H 0.0435 -1.6492 0.4289
H -2.7472 -0.4832 0.0358
H -2.5892 -2.0754 0.2395
*
```

Here are the Mulliken charges for atoms 1 to 8, given in e: C -1.00; C -0.35; Br -0.17; C 0.88; O -0.31; H 0.28; H 0.36; H 0.31


[2]
Here is a 2-piece molecular cluster, C8H12O2 overall from the Open Molecules 2025 dataset. Energies are from ωB97M-V with the def2-TZVPD basis set.

The maximum force is 5.40 eV Å⁻¹. The value obtained for the electronic energy is -12582.7576 eV. The energy above the lowest of the compared OMol25 structures with the same formula, charge and spin is 2.6804 eV. The structure (SMILES) is Cc1ccc(O)cc1.CO. As for the molar mass: 140.18 g mol⁻¹. The value obtained for the HOMO-LUMO gap is 9.408 eV.

Structure (ORCA input):
```
! wB97M-V def2-TZVPD RIJCOSX def2/J DEFGRID3
* xyz 0 1
C 1.7614 -1.1260 0.3851
C 0.4775 -0.7280 -0.6009
C 0.5224 0.3557 -1.5143
C -0.6104 0.6699 -2.1909
C -1.7558 -0.1192 -1.9484
O -2.9820 0.4052 -2.3486
C -1.7447 -1.2468 -1.1548
C -0.5952 -1.4883 -0.4161
H 2.5840 -0.6371 -0.1708
H 1.7728 -2.1334 0.7375
H 1.3945 -0.3999 1.1012
H 1.3902 1.1075 -1.3527
H -0.8598 1.7636 -2.5851
H -3.4424 -0.3226 -2.9531
H -2.7439 -1.8385 -1.1076
H -0.6632 -2.2596 0.3321
C 0.6404 1.4255 2.5528
O 2.0198 1.4534 2.7428
H 0.1907 0.8973 1.6001
H 0.3782 2.5503 2.3774
H -0.0236 1.1031 3.3817
H 2.2890 0.5679 3.1326
*
```

Here are the Mulliken charges for atoms 1 to 8, given in e: C -0.62; C 0.14; C -0.20; C -0.39; C 0.51; O -0.55; C -0.42; C -0.34


[3]
Here is C18H21P2Pt as an isolated structure from the Open Molecules 2025 dataset. Energies are from ωB97M-V with the def2-TZVPD basis set.

The maximum force is 4.33 eV Å⁻¹. The value obtained for the electronic energy is -40817.0585 eV. The energy above the lowest of the compared OMol25 structures with the same formula, charge and spin is 1.6167 eV. As for the molar mass: 494.39 g mol⁻¹. The value obtained for the HOMO-LUMO gap (spin up / spin down) is 3.482 / 3.395 eV. As for the expectation value of S²: 6.031.

Structure (ORCA input):
```
! wB97M-V def2-TZVPD RIJCOSX def2/J DEFGRID3
* xyz 1 5
C 0.3829 -0.9095 -4.2049
C 1.7147 -1.0393 -3.6771
C 2.0661 0.2014 -3.0353
C 0.9801 1.1144 -3.1910
C -0.0758 0.4402 -3.8955
Pt 0.1821 -0.8198 -1.9203
P -0.9011 -2.7204 -1.5979
H -0.1560 -1.6387 -4.8127
H 2.3702 -1.8859 -3.8340
H 3.0329 0.4402 -2.6036
H -1.0060 0.8865 -4.2447
H 0.9717 2.1641 -2.8993
H -0.5371 -3.4200 -0.3904
H -0.5801 -3.6789 -2.6011
H -2.3373 -2.6263 -1.6428
C -2.0074 0.8089 -0.0089
P -0.4330 -0.1348 0.1895
C 0.7985 1.1596 0.6091
C 1.8778 0.9907 1.4985
C 2.7435 2.0542 1.7648
C 2.5877 3.2722 1.0956
C 1.5883 3.4076 0.1244
C 0.7129 2.3496 -0.1352
C -0.8576 -0.9758 1.7968
C -1.7622 -2.0609 1.7960
C -2.4024 -2.4534 2.9746
C -2.0981 -1.8106 4.1785
C -1.1604 -0.7734 4.2096
C -0.5188 -0.3813 3.0251
H -2.0177 1.4527 -0.9020
H -2.1297 1.4344 0.8970
H -2.8455 0.0893 -0.0811
H 2.0545 0.0322 1.9916
H 3.5518 1.9420 2.4786
H 3.2544 4.1071 1.2933
H 1.4894 4.3233 -0.4567
H -0.0268 2.4349 -0.9428
H -1.9907 -2.6201 0.8837
H -3.1614 -3.2398 2.9508
H -2.6428 -2.0747 5.0830
H -0.9518 -0.2441 5.1402
H 0.2399 0.4024 3.0969
*
```

Here are the Mulliken charges for atoms 1 to 8, given in e: C -0.48; C -0.44; C -0.55; C -0.40; C -0.48; Pt 0.56; P -0.19; H 0.55


[4]
Here is a 2-piece molecular cluster, C4H14NO2 overall from the Open Molecules 2025 dataset. Energies are from ωB97M-V with the def2-TZVPD basis set.

The maximum force is 1.86 eV Å⁻¹. The value obtained for the electronic energy is -9953.4591 eV. The energy above the lowest of the compared OMol25 structures with the same formula, charge and spin is 1.3019 eV. As for the molar mass: 108.16 g mol⁻¹. The value obtained for the HOMO-LUMO gap is 11.796 eV.

Structure (ORCA input):
```
! wB97M-V def2-TZVPD RIJCOSX def2/J DEFGRID3
* xyz 1 1
C 0.4715 -0.7141 0.8848
O -0.8213 -0.9109 1.4781
C 0.2832 0.2976 -0.2484
C 1.3592 0.2455 -1.3451
C 2.3549 -0.9115 -1.3793
N -1.0518 -0.0437 -0.8623
H 1.1529 -0.2803 1.6190
H 0.8430 -1.6958 0.6037
H -0.7217 -1.2821 2.3582
H 0.2253 1.2607 0.2484
H 0.9603 0.3957 -2.3502
H 2.0057 1.1149 -1.1998
H 2.2320 -1.6610 -2.1558
H 3.4023 -0.6233 -1.5315
H 2.5198 -1.5002 -0.4727
H -1.0406 -1.0366 -1.0878
H -1.2065 0.5182 -1.7003
H -1.8380 0.1358 -0.2319
H -2.3572 1.1844 1.8439
H -1.5816 2.4298 1.7265
O -2.1398 1.8680 1.1924
*
```

Here are the Mulliken charges for atoms 1 to 8, given in e: C -0.87; O -0.54; C 0.34; C -0.52; C -1.25; N -0.31; H 0.44; H 0.39


[5]
Here is one molecule with the formula C5H5N from the Open Molecules 2025 dataset. Energies are from ωB97M-V with the def2-TZVPD basis set.

The maximum force is 1.07 eV Å⁻¹. The value obtained for the electronic energy is -6751.4744 eV. The energy above the lowest of the compared OMol25 structures with the same formula, charge and spin is 4.4335 eV. As for the molar mass: 79.10 g mol⁻¹. The value obtained for the HOMO-LUMO gap is 11.068 eV.

Structure (ORCA input):
```
! wB97M-V def2-TZVPD RIJCOSX def2/J DEFGRID3
* xyz 0 1
C 0.0282 -1.4845 -0.8085
C -0.4923 -0.7247 0.3317
C -1.1062 -0.1517 1.2752
C 0.2522 0.8686 0.8380
C -0.2155 1.9921 0.0304
N -0.5804 2.8603 -0.6401
H -0.6349 -2.3359 -0.9877
H 1.0327 -1.8721 -0.6198
H 0.0331 -0.8711 -1.7140
H 0.4633 1.1853 1.8572
H 1.2198 0.5338 0.4374
*
```

Here are the Mulliken charges for atoms 1 to 8, given in e: C -1.00; C 0.89; C -1.02; C -0.28; C 0.25; N -0.38; H 0.30; H 0.33


[6]
Here is C4H3KO6 as an isolated structure from the Open Molecules 2025 dataset. Energies are from ωB97M-V with the def2-TZVPD basis set.

The maximum force is 2.25 eV Å⁻¹. The value obtained for the electronic energy is -32808.5586 eV. As for the molar mass: 186.16 g mol⁻¹. The value obtained for the HOMO-LUMO gap (spin up / spin down) is 7.492 / 7.483 eV. As for the expectation value of S²: 0.758.

Structure (ORCA input):
```
! wB97M-V def2-TZVPD RIJCOSX def2/J DEFGRID3
* xyz -1 2
C -0.5692 -1.7998 -0.2350
C -1.5116 -0.8326 -0.1312
O -1.2204 0.3174 0.5382
C -2.0727 1.4562 0.4558
O -3.1820 1.3265 -0.0335
O -1.4610 2.4490 0.9055
H 0.1194 -1.9242 0.6025
H -2.4083 -0.7911 -0.7488
H -0.7619 -2.6268 -0.9182
O 2.1817 -0.6607 -0.9586
O 4.1937 -0.0161 -0.9808
O 2.8303 0.8281 0.5701
C 3.0679 0.0973 -0.4170
K 0.7942 2.1768 1.3510
*
```

Here are the Mulliken charges for atoms 1 to 8, given in e: C -0.74; C 0.06; O -0.30; C 0.67; O -0.65; O -0.85; H 0.21; H 0.32